No. 1
The following is a DFT calculation (ωB97M-V/def2-TZVPD) of 5 unconnected molecules or ions with the total composition C37H74ClN6O10P in a non-equilibrium geometry.

Geometry as XYZ:
```
129
C37H74ClN6O10P (ωB97M-V/def2-TZVPD)
C 3.09862 2.72785 0.80531
C 3.74284 1.36485 0.42217
C 2.70816 0.53803 -0.38326
C 1.76633 -0.30201 0.51765
C 0.88312 -1.21991 -0.36822
C -0.61643 -0.84708 -0.38939
C -1.29287 -0.83169 1.00605
C -1.76568 -2.25210 1.37874
O -1.38053 -2.50269 2.77313
C -0.04058 -2.73326 2.92786
N 0.22062 -4.00704 3.57992
Cl 0.67109 -1.40290 4.02170
C -3.32486 -2.39831 1.39823
O -3.73471 -2.10967 0.09005
C -3.57835 -3.89863 1.73369
N -4.07263 -4.09068 3.08615
C -4.06102 -5.54249 3.34647
O -3.73826 -1.50776 2.39579
C -5.10777 -1.18763 2.44403
O -5.99214 -2.14206 1.89493
C -6.69156 -1.79368 0.71428
C -8.06977 -1.10318 0.95811
C -9.18357 -2.18884 0.81837
C -8.36633 0.01709 -0.08182
C -9.46092 0.97164 0.53278
C -8.96262 -0.51123 -1.41379
C -5.45182 -1.15133 3.94906
C -4.45736 -0.94049 4.88676
C -4.73920 -0.89389 6.22919
C -6.03371 -1.02931 6.70446
C -7.02247 -1.25244 5.76687
C -6.73709 -1.32460 4.42273
P -5.22315 0.64955 1.95554
O -4.82253 0.93797 0.35958
O -6.64238 1.36505 2.40403
H 2.55850 3.11673 -0.06663
H 3.89621 3.41500 1.11552
H 2.36911 2.56845 1.60958
H 4.05328 0.83096 1.32725
H 4.60755 1.53234 -0.24201
H 3.26320 -0.13514 -1.05612
H 2.06693 1.20583 -0.98799
H 2.40484 -0.90153 1.18069
H 1.19340 0.41966 1.11250
H 1.25071 -1.09313 -1.39887
H 1.06494 -2.28172 -0.13817
H -0.68821 0.12943 -0.89121
H -1.10883 -1.57159 -1.06015
H -2.15760 -0.15686 0.91767
H -0.61716 -0.38287 1.73618
H -1.29950 -3.03158 0.76569
H 0.53492 -2.67150 2.00039
H 0.84623 -3.83080 4.36040
H -0.66718 -4.27799 4.00035
H -3.61718 -1.17003 -0.11190
H -4.30942 -4.24437 0.98644
H -2.65754 -4.48750 1.56900
H -3.44129 -3.66932 3.76080
H -3.00425 -5.88337 3.34424
H -4.53118 -6.08847 2.51925
H -4.53896 -5.79810 4.29569
H -6.94931 -2.75210 0.23840
H -6.09447 -1.27195 -0.04611
H -8.17573 -0.71626 1.97491
H -9.06025 -2.85509 1.68686
H -9.02894 -2.82263 -0.06052
H -10.18563 -1.74937 0.82814
H -7.49588 0.65283 -0.29242
H -9.94106 0.40989 1.34637
H -9.01291 1.87117 0.96279
H -10.25157 1.18114 -0.19507
H -8.41657 -1.40137 -1.75059
H -10.02557 -0.74637 -1.28853
H -8.92454 0.28596 -2.16673
H -3.41411 -0.82101 4.60152
H -3.95613 -0.74892 6.97323
H -6.29310 -0.97623 7.75801
H -8.05117 -1.36462 6.10767
H -7.57518 -1.52571 3.76077
H -5.50067 1.49891 -0.05466
H -6.68932 1.42748 3.36705
C 7.43587 3.02496 3.84525
N 6.60396 1.87593 3.55674
C 5.31168 1.75562 4.21002
C 6.98863 0.90967 2.69703
O 6.33076 -0.07195 2.41676
H 7.66756 3.05156 4.91294
H 6.90550 3.93951 3.57081
H 8.36548 2.97299 3.28193
H 5.27921 0.83223 4.79043
H 4.52299 1.71671 3.45740
H 5.14601 2.60608 4.86763
H 7.98126 1.09444 2.25332
C 6.59831 2.68051 -4.29886
N 6.85063 2.23147 -2.94313
C 7.47324 0.93369 -2.73870
C 6.52911 2.97281 -1.86752
O 6.71860 2.64304 -0.71120
H 5.93662 1.97166 -4.79862
H 7.54001 2.73283 -4.84153
H 6.13064 3.66480 -4.29570
H 6.81171 0.30009 -2.14584
H 8.40911 1.05946 -2.19209
H 7.67047 0.46261 -3.69905
H 6.06127 3.93767 -2.13034
C 10.18736 1.96173 -9.05629
N 9.74750 1.67188 -7.70535
C 10.66945 1.88113 -6.60076
C 8.51062 1.21389 -7.43712
O 8.09039 0.95494 -6.32411
H 11.05162 1.34106 -9.30078
H 10.46913 3.01389 -9.13170
H 9.39108 1.75645 -9.76898
H 10.82465 0.94069 -6.07070
H 10.24607 2.60384 -5.90205
H 11.62118 2.25046 -6.97471
H 7.88908 1.08842 -8.33943
C 0.12985 2.50443 -5.39994
N 0.38067 2.05487 -4.04552
C 1.00486 0.75834 -3.83527
C 0.05369 2.80033 -2.97095
O 0.23912 2.47658 -1.81332
H -0.53248 1.79729 -5.90401
H 1.07337 2.56348 -5.94698
H -0.33872 3.48673 -5.39528
H 0.34195 0.12495 -3.24345
H 1.93863 0.88516 -3.28654
H 1.20589 0.28217 -4.79231
H -0.41356 3.76342 -3.23897
```

Values from the calculation:
Highest occupied orbital energy (eV): -7.4
Orbital gap (eV): 7.83
E_tot (hartree): -3336.645517
M (u): 829.458
Total charge: 0
E_LUMO (eV): 0.455

Atom charges from the Mulliken analysis, given in e for atoms 1 to 99: number 1, C, carries -1.449; number 2, C, carries 0.508; number 3, C, carries -0.166; number 4, C, carries -0.180; number 5, C, carries -1.171; number 6, C, carries -1.097; number 7, C, carries 0.213; number 8, C, carries -1.069; number 9, O, carries -0.269; number 10, C, carries 0.621; number 11, N, carries -0.717; number 12, Cl, carries -0.271; number 13, C, carries 1.055; number 14, O, carries -0.676; number 15, C, carries -2.194; number 16, N, carries 0.099; number 17, C, carries -1.015; number 18, O, carries 0.824; number 19, C, carries 1.530; number 20, O, carries -0.534; number 21, C, carries -0.979; number 22, C, carries 1.211; number 23, C, carries -1.966; number 24, C, carries 1.002; number 25, C, carries -1.441; number 26, C, carries -1.597; number 27, C, carries -1.134; number 28, C, carries -0.424; number 29, C, carries -0.849; number 30, C, carries -0.627; number 31, C, carries -0.852; number 32, C, carries 0.458; number 33, P, carries -0.551; number 34, O, carries -0.401; number 35, O, carries -0.317; number 36, H, carries 0.460; number 37, H, carries 0.368; number 38, H, carries 0.346; number 39, H, carries -0.038; number 40, H, carries -0.264; number 41, H, carries 0.494; number 42, H, carries -0.432; number 43, H, carries 0.190; number 44, H, carries 0.229; number 45, H, carries 0.417; number 46, H, carries 0.620; number 47, H, carries 0.564; number 48, H, carries 0.259; number 49, H, carries -0.159; number 50, H, carries 0.562; number 51, H, carries 0.697; number 52, H, carries -0.086; number 53, H, carries 0.316; number 54, H, carries 0.273; number 55, H, carries 0.494; number 56, H, carries 0.595; number 57, H, carries 0.416; number 58, H, carries 0.238; number 59, H, carries 0.331; number 60, H, carries 0.324; number 61, H, carries 0.331; number 62, H, carries 0.600; number 63, H, carries 0.271; number 64, H, carries 0.128; number 65, H, carries 0.472; number 66, H, carries 0.409; number 67, H, carries 0.419; number 68, H, carries -0.280; number 69, H, carries 0.327; number 70, H, carries 0.291; number 71, H, carries 0.423; number 72, H, carries 0.325; number 73, H, carries 0.372; number 74, H, carries 0.456; number 75, H, carries 0.461; number 76, H, carries 0.419; number 77, H, carries 0.402; number 78, H, carries 0.416; number 79, H, carries 0.182; number 80, H, carries 0.329; number 81, H, carries 0.368; number 82, C, carries -0.978; number 83, N, carries 0.171; number 84, C, carries -0.826; number 85, C, carries 0.172; number 86, O, carries -0.595; number 87, H, carries 0.370; number 88, H, carries 0.335; number 89, H, carries 0.291; number 90, H, carries 0.309; number 91, H, carries 0.114; number 92, H, carries 0.385; number 93, H, carries 0.261; number 94, C, carries -0.629; number 95, N, carries 0.152; number 96, C, carries -0.927; number 97, C, carries 0.096; number 98, O, carries -0.614; number 99, H, carries 0.295



No. 2
The following is a DFT calculation (ωB97M-V/def2-TZVPD) of 4 unconnected molecules or ions with the total composition C37H74N4O5P in a non-equilibrium geometry.

Geometry as XYZ:
```
121
C37H74N4O5P (ωB97M-V/def2-TZVPD)
C 4.58614 -2.63421 -0.38633
C 3.63658 -3.68445 -1.25468
C 2.02771 -3.39420 -1.10768
C 1.51393 -2.04916 -1.93302
C 1.09679 -0.93803 -0.79732
C 0.69356 0.53529 -1.39805
C -0.57134 0.53191 -2.44488
N -1.74342 1.32952 -1.83549
C -3.05498 0.59412 -1.53375
C -4.38189 1.28495 -0.85158
C -5.80476 0.53682 -0.52985
C -5.67694 -1.07067 -0.19314
C -6.06733 -1.92730 -1.54812
N -7.46374 -2.42680 -1.86433
O -5.09190 -2.20936 -2.45279
C -4.28708 2.90333 -0.44113
C -5.51714 3.72930 0.29554
O -6.33924 4.55513 -0.37006
O -5.65195 3.53823 1.76766
P -4.23040 2.71117 2.34666
O -3.59128 3.41165 3.80832
O -4.51895 0.99645 2.51309
C -2.86868 3.68956 -0.80776
N -2.64489 5.15333 -0.49836
C -1.61783 2.83228 -1.51335
N -0.34975 3.61619 -1.77018
C -0.13262 3.83960 -3.10740
C -1.26838 3.92270 -4.28665
C 1.44881 4.10102 -3.56146
H 4.68473 -1.57914 -0.88729
H 4.12947 -2.46628 0.69385
H 5.68621 -3.07302 -0.25439
H 4.01854 -3.66470 -2.36090
H 3.85596 -4.75843 -0.78991
H 1.83249 -3.19349 0.04944
H 1.38257 -4.36062 -1.38070
H 0.61796 -2.36134 -2.64023
H 2.40858 -1.72811 -2.62361
H 0.25855 -1.42169 -0.12486
H 2.03451 -0.76707 -0.08479
H 1.64057 1.08852 -1.86813
H 0.38979 1.20479 -0.45900
H -0.90308 -0.57781 -2.73298
H -0.17131 1.03554 -3.44746
H -3.12436 -0.56387 -1.79181
H -6.37002 1.02368 0.39983
H -6.58489 0.61500 -1.43008
H -4.59494 -1.33565 0.17187
H -6.45517 -1.34282 0.66340
H -7.62556 -3.30361 -1.29400
H -8.19343 -1.70773 -1.60011
H -2.72400 2.98266 4.07560
H -3.83609 0.45826 2.00880
H -2.23750 5.68294 -1.29982
H -3.48329 5.61875 -0.08638
H -0.71442 3.85464 -5.34174
H -2.06690 3.06729 -4.27310
H -1.82187 4.97811 -4.31032
H 2.11327 3.14572 -3.35622
H 1.87997 5.00968 -2.91964
H 1.45062 4.36765 -4.70654
C -5.11975 0.59768 5.86428
C -4.56269 -0.18778 7.04124
C -3.13567 -0.69149 6.81098
C -2.96615 -1.67669 5.64828
C -3.82163 -2.94290 5.73022
C -3.50227 -3.80784 6.93984
H -5.19592 -0.02052 4.96538
H -6.12412 0.96512 6.09941
H -4.48819 1.46234 5.63774
H -5.23094 -1.02151 7.27678
H -4.56164 0.46361 7.92405
H -2.77434 -1.15576 7.73648
H -2.47966 0.16951 6.63175
H -1.90906 -1.96550 5.59325
H -3.18619 -1.16547 4.70358
H -3.64922 -3.53675 4.82410
H -4.88690 -2.68797 5.73106
H -2.45066 -4.11123 6.93583
H -4.11569 -4.71472 6.92588
H -3.70796 -3.28332 7.87732
C 5.91241 7.90466 -6.89446
C 6.15391 8.34467 -5.45900
C 5.76508 7.28269 -4.42743
C 4.28097 6.89762 -4.40815
C 3.30574 8.05267 -4.17009
C 3.48623 8.72366 -2.81714
H 4.85203 7.71950 -7.08762
H 6.24378 8.68504 -7.58746
H 6.47078 6.99132 -7.12222
H 5.62099 9.28061 -5.26624
H 7.22120 8.56893 -5.33950
H 6.06210 7.63537 -3.43242
H 6.35421 6.37569 -4.61203
H 4.13191 6.14072 -3.62792
H 4.02015 6.40785 -5.35384
H 2.28300 7.66026 -4.22882
H 3.39306 8.80004 -4.96608
H 3.35930 8.00230 -2.00384
H 2.73991 9.51426 -2.68718
H 4.47457 9.18242 -2.72222
C 2.38024 -6.35003 1.37308
C 2.93731 -7.13549 2.55004
C 4.36433 -7.63920 2.31978
C 4.53385 -8.62440 1.15708
C 3.67837 -9.89061 1.23902
C 3.99773 -10.75554 2.44864
H 2.30408 -6.96823 0.47418
H 1.37588 -5.98259 1.60822
H 3.01181 -5.48537 1.14654
H 2.26906 -7.96922 2.78558
H 2.93836 -6.48409 3.43285
H 4.72566 -8.10346 3.24528
H 5.02034 -6.77820 2.14055
H 5.59094 -8.91321 1.10205
H 4.31381 -8.11318 0.21238
H 3.85078 -10.48446 0.33290
H 2.61310 -9.63568 1.23986
H 5.04934 -11.05894 2.44463
H 3.38431 -11.66243 2.43468
H 3.79204 -10.23103 3.38612
```

Values from the calculation:
Highest occupied orbital energy (eV): -11.1
Orbital gap (eV): 6.63
E_tot (hartree): -2389.996244
M (u): 685.996
Total charge: +1
E_LUMO (eV): -4.516

Atom charges from the Mulliken analysis, given in e for atoms 1 to 99: number 1, C, carries -0.926; number 2, C, carries -0.298; number 3, C, carries -0.504; number 4, C, carries -0.313; number 5, C, carries -0.704; number 6, C, carries -0.207; number 7, C, carries -0.621; number 8, N, carries 0.594; number 9, C, carries -0.101; number 10, C, carries 0.121; number 11, C, carries -0.421; number 12, C, carries -0.418; number 13, C, carries 0.149; number 14, N, carries -0.526; number 15, O, carries -0.473; number 16, C, carries 0.117; number 17, C, carries 0.138; number 18, O, carries -0.486; number 19, O, carries -0.325; number 20, P, carries 0.560; number 21, O, carries -0.515; number 22, O, carries -0.430; number 23, C, carries 0.100; number 24, N, carries -0.556; number 25, C, carries -0.160; number 26, N, carries -0.333; number 27, C, carries 0.687; number 28, C, carries -1.058; number 29, C, carries -0.859; number 30, H, carries 0.259; number 31, H, carries 0.214; number 32, H, carries 0.317; number 33, H, carries 0.355; number 34, H, carries 0.049; number 35, H, carries 0.218; number 36, H, carries 0.306; number 37, H, carries 0.254; number 38, H, carries 0.223; number 39, H, carries 0.248; number 40, H, carries 0.236; number 41, H, carries 0.185; number 42, H, carries 0.256; number 43, H, carries 0.351; number 44, H, carries 0.182; number 45, H, carries 0.283; number 46, H, carries 0.307; number 47, H, carries 0.418; number 48, H, carries 0.317; number 49, H, carries 0.275; number 50, H, carries 0.302; number 51, H, carries 0.302; number 52, H, carries 0.359; number 53, H, carries 0.326; number 54, H, carries 0.225; number 55, H, carries 0.310; number 56, H, carries 0.379; number 57, H, carries 0.258; number 58, H, carries 0.302; number 59, H, carries 0.258; number 60, H, carries 0.160; number 61, H, carries 0.321; number 62, C, carries -0.879; number 63, C, carries -0.447; number 64, C, carries -0.714; number 65, C, carries -0.233; number 66, C, carries -0.369; number 67, C, carries -1.227; number 68, H, carries 0.154; number 69, H, carries 0.404; number 70, H, carries 0.193; number 71, H, carries 0.259; number 72, H, carries 0.348; number 73, H, carries 0.331; number 74, H, carries 0.334; number 75, H, carries 0.397; number 76, H, carries -0.091; number 77, H, carries 0.368; number 78, H, carries 0.243; number 79, H, carries 0.299; number 80, H, carries 0.377; number 81, H, carries 0.284; number 82, C, carries -1.158; number 83, C, carries -0.421; number 84, C, carries -0.871; number 85, C, carries -0.343; number 86, C, carries -0.403; number 87, C, carries -1.188; number 88, H, carries 0.268; number 89, H, carries 0.374; number 90, H, carries 0.291; number 91, H, carries 0.239; number 92, H, carries 0.361; number 93, H, carries 0.343; number 94, H, carries 0.394; number 95, H, carries 0.222; number 96, H, carries 0.334; number 97, H, carries 0.325; number 98, H, carries 0.300; number 99, H, carries 0.276